Density functional theory data (ωB97M-V/def2-TZVPD) for a 2-piece molecular cluster, C8H11F2N overall.

```
22
Properties=species:S:1:pos:R:3:forces:R:3
C 2.542 1.325 -0.134 0.25 -2.49 -0.06
C 2.246 2.415 -0.996 -0.80 1.56 -1.64
C 2.692 0.251 0.380 0.15 -0.91 1.43
C 0.026 -2.397 -0.315 1.22 0.92 -1.78
C -2.649 0.316 -0.158 1.76 0.72 1.78
C -0.799 -2.010 0.603 -0.40 -1.77 0.59
C -0.750 -0.788 1.428 -1.28 0.28 -4.52
C -1.215 0.265 0.395 -0.63 1.55 0.81
N 0.568 -2.457 -1.419 -0.66 0.01 0.39
F 2.840 -0.812 1.170 -0.14 1.50 -1.26
F -0.980 1.522 0.946 -0.02 1.10 0.98
H 2.807 2.462 -2.046 -1.38 -0.22 2.44
H 2.452 3.268 -0.383 0.79 1.12 -0.17
H -2.764 -0.537 -0.702 -0.69 -2.58 -1.55
H -3.257 0.268 0.718 -1.10 0.41 0.23
H -2.811 1.144 -0.849 0.10 0.21 0.57
H 1.124 2.560 -1.036 1.07 -0.62 -0.73
H -1.629 -2.675 0.507 -1.05 -0.15 0.60
H 0.208 -0.608 1.720 2.73 0.90 0.74
H -1.365 -0.694 2.219 -2.19 -0.44 2.84
H -0.571 0.303 -0.406 1.72 -0.70 -2.01
H 1.284 -3.120 -1.642 0.57 -0.41 0.32
```
Forces are in eV/Å.

Max |F|, eV Å⁻¹: 4.7
Net charge: 0
Electronic energy, eV: -15393.88426
Energy above the lowest of the compared OMol25 structures with the same formula, charge and spin, kcal/mol: 84.6
LUMO level, Ha: 0.0296
E_HOMO, eV: -8.7